The following is a quantum chemistry calculation of a molecular structure, C38H36B2F4N5O4P2ReTe, from the OMol25 dataset.

Geometry as XYZ:
```
93
Properties=species:S:1:pos:R:3
Re -1.0765 -2.1927 -0.9024
C 0.0912 -5.6851 1.3885
C -0.0302 -4.5441 0.4617
N -0.9610 -3.6480 0.5158
O -1.9767 -3.6853 1.3985
B -3.3301 -3.4441 0.6872
F -3.1587 -3.9543 -0.6075
F -4.2902 -3.9149 1.4685
O -3.6416 -1.9236 0.4541
N -2.9809 -1.4723 -0.6265
C -3.5509 -0.7679 -1.5482
C -4.9631 -0.3350 -1.5126
C -2.6642 -0.5863 -2.7577
N -1.4879 -1.0863 -2.5837
O -0.6442 -1.3054 -3.6237
B -0.1839 -2.7819 -3.6059
F -1.3015 -3.4532 -2.9607
F 0.1207 -3.1405 -4.8401
O 0.9982 -3.0641 -2.6788
N 0.5392 -3.3212 -1.4293
C 0.8534 -4.3703 -0.7540
C 1.8454 -5.3790 -1.1729
C -3.1390 -0.0774 -4.0618
H -0.7568 -5.7200 2.0667
H 1.0155 -5.5966 1.9674
H 0.1558 -6.6186 0.8253
H -5.3856 -0.4838 -0.5229
H -5.5398 -0.9336 -2.2260
H -5.0576 0.7082 -1.8181
H 2.4631 -4.9984 -1.9817
H 1.3192 -6.2724 -1.5260
H 2.4645 -5.6807 -0.3272
H -4.1631 0.2790 -4.0170
H -3.0625 -0.8810 -4.8010
H -2.4825 0.7237 -4.4087
Te -1.6869 2.1194 0.4186
C -1.4163 2.8977 2.3516
C -0.2803 2.6129 3.0850
C -0.1907 3.1905 4.3461
N -1.1280 3.9787 4.8604
C -2.2114 4.2316 4.1363
C -2.4139 3.7153 2.8586
C 0.1559 1.0893 0.1273
P 0.2755 -0.6174 0.4440
C -0.1090 -0.7878 2.1894
C 0.9178 -0.6160 3.1268
C 0.6123 -0.5845 4.4758
C -0.7088 -0.6984 4.8987
C -1.7285 -0.8420 3.9708
C -1.4322 -0.8885 2.6150
C 1.9694 -1.1212 0.1248
C 2.5685 -2.1305 0.8837
C 3.8457 -2.5596 0.5648
C 4.5227 -2.0002 -0.5150
C 3.9252 -1.0069 -1.2774
C 2.6478 -0.5682 -0.9622
P 0.5325 2.5476 -0.6250
C 0.7782 2.7702 -2.3517
C 0.5219 1.7109 -3.2280
C 0.7397 1.8749 -4.5811
C 1.1953 3.1013 -5.0608
C 1.4486 4.1570 -4.1922
C 1.2491 4.0003 -2.8318
C 1.3430 3.7751 0.3614
C 0.8205 5.0658 0.4689
C 1.4802 5.9970 1.2524
C 2.6490 5.6403 1.9159
C 3.1651 4.3543 1.8076
C 2.5099 3.4089 1.0364
H 0.5069 1.9765 2.7049
H 0.6780 3.0077 4.9691
H -2.9562 4.8768 4.5872
H -3.3165 3.9601 2.3123
H 1.9464 -0.4984 2.8107
H 1.4065 -0.4679 5.2013
H -0.9398 -0.6747 5.9554
H -2.7557 -0.9320 4.2981
H -2.2431 -1.0155 1.9113
H 2.0522 -2.5600 1.7347
H 4.3256 -3.3194 1.1680
H 5.5219 -2.3372 -0.7569
H 4.4523 -0.5756 -2.1176
H 2.1845 0.1956 -1.5752
H 0.1899 0.7576 -2.8452
H 0.5667 1.0499 -5.2595
H 1.3646 3.2311 -6.1217
H 1.8125 5.1001 -4.5760
H 1.4706 4.8137 -2.1541
H -0.0958 5.3393 -0.0430
H 1.0850 6.9988 1.3494
H 3.1611 6.3726 2.5259
H 4.0762 4.0897 2.3267
H 2.9008 2.4001 0.9598
```

The LUMO energy (spin up / spin down) comes out at -9.7 / -11.1 eV. The charge is +3. As for the multiplicity: 4. Its HOMO energy (spin up / spin down) is -16.59 / -16.59 eV. The value obtained for the total energy is -3521.74879 Ha.

Mulliken charges, unit e, in atom order: Re -0.733; C -1.781; C 0.489; N 1.041; O -0.583; B 0.805; F -0.272; F -0.248; O -0.720; N 1.171; C 0.242; C -2.112; C 0.386; N 1.161; O -0.191; B 0.391; F -0.327; F -0.206; O -0.511; N 1.306; C 0.491; C -1.827; C -1.502; H 0.457; H 0.379; H 0.429; H 0.443; H 0.434; H 0.499; H 0.438; H 0.399; H 0.450; H 0.534; H 0.321; H 0.250; Te 0.455; C 0.824; C -0.089; C -0.795; N -0.507; C -0.601; C -0.580; C -0.508; P 1.820; C 1.617; C -0.665; C -0.873; C -0.873; C -1.189; C -0.577; C 0.597; C -0.589; C -1.065; C -0.851; C -0.901; C -0.890; P 0.494; C 0.848; C 0.276; C -0.906; C -0.629; C -0.751; C -1.010; C 0.803; C -0.105; C -0.883; C -0.609; C -0.765; C -0.396; H 0.354; H 0.448; H 0.440; H 0.455; H 0.541; H 0.532; H 0.483; H 0.613; H 0.524; H 0.712; H 0.558; H 0.482; H 0.541; H 0.188; H 0.170; H 0.588; H 0.446; H 0.467; H 0.462; H 0.524; H 0.484; H 0.473; H 0.486; H 0.392